[1]
{"formula": "C2H3NO2S", "method": "wB97M-V/def2-TZVPD", "max_force_ev_per_a": 3.31, "orbital_gap_ev": 9.13, "lumo_ev": -0.426, "total_charge": 0, "spin_multiplicity": 1, "e_tot_ev": -18540.773, "relative_energy_ev": 2.6799, "smiles": "O=CN(O)C=S", "elements": ["C", "C", "H", "H", "H", "N", "O", "O", "S"], "coordinates": [[0.8705, -0.6651, -0.2359], [-0.2787, 1.1100, 0.8050], [-1.1216, -1.1031, -1.1729], [1.6372, -0.2899, 0.4182], [0.6503, 1.3320, 1.3311], [-0.1883, 0.0450, -0.0756], [-1.3179, -0.1752, -0.7553], [-1.3201, 1.7154, 0.9288], [1.0686, -1.9690, -1.2434]], "atomic_forces_ev_per_a": [[2.4708, -2.0874, -0.7187], [-1.8872, 1.2998, 0.3574], [-0.4184, 1.7118, 0.5511], [0.6352, -0.1134, 0.1503], [0.1947, -0.0524, 0.0686], [-1.5627, 1.4208, 0.4217], [-0.3995, -2.4931, -1.4983], [1.4237, -0.4625, 0.1393], [-0.4565, 0.7763, 0.5285]]}

[2]
{"formula": "C38H72N9O7", "method": "wB97M-V/def2-TZVPD", "max_force_ev_per_a": 8.87, "orbital_gap_ev": 1.31, "lumo_ev": -9.001, "total_charge": 3, "spin_multiplicity": 1, "e_tot_ev": -68275.225, "elements": ["N", "O", "O", "O", "C", "C", "C", "C", "C", "C", "N", "O", "C", "C", "C", "H", "H", "H", "H", "H", "H", "H", "H", "H", "H", "H", "H", "H", "H", "H", "H", "H", "H", "C", "C", "C", "C", "C", "C", "N", "O", "C", "C", "C", "H", "H", "H", "H", "H", "H", "H", "H", "H", "H", "H", "H", "H", "H", "H", "H", "H", "H", "C", "C", "N", "C", "C", "N", "C", "C", "H", "H", "H", "H", "H", "H", "H", "H", "H", "H", "H", "C", "C", "N", "C", "C", "N", "C", "C", "H", "H", "H", "H", "H", "H", "H", "H", "H", "H", "H", "C", "C", "N", "C", "C", "N", "C", "C", "H", "H", "H", "H", "H", "H", "H", "H", "H", "H", "H", "C", "C", "O", "O", "H", "H", "H"], "coordinates": [[0.0069, 0.0285, 0.6789], [0.0000, -0.5041, -0.4044], [-0.9876, 0.3749, 1.2651], [1.0543, 0.0295, 1.2613], [7.5486, 2.0636, 4.0784], [6.2618, 1.2836, 3.7578], [5.9804, -0.0492, 4.5646], [5.3734, 0.2504, 5.9274], [4.0646, 1.1485, 5.8502], [4.2805, 2.5180, 5.0795], [5.1006, 2.2548, 3.8940], [5.1570, 3.1978, 2.7703], [5.1300, 3.4794, 5.9875], [2.9663, 3.1704, 4.6795], [6.2362, 0.7438, 2.2565], [7.6645, 2.9703, 3.4847], [8.4382, 1.5930, 3.6597], [7.8568, 2.2225, 5.1117], [6.9127, -0.6105, 4.5027], [5.2339, -0.6373, 4.0308], [6.0991, 0.8975, 6.4201], [5.2474, -0.6106, 6.5837], [3.6264, 1.2940, 6.8376], [3.3100, 0.5866, 5.2999], [4.6115, 4.1067, 6.7126], [5.5929, 4.2085, 5.3225], [6.0251, 3.1502, 6.5153], [2.4883, 2.6198, 3.8693], [3.2311, 4.1648, 4.3200], [2.1942, 3.3157, 5.4350], [6.6115, 1.4207, 1.4890], [5.2352, 0.4772, 1.9173], [7.0692, 0.0424, 2.2087], [-6.6200, 0.5212, -1.5776], [-6.8876, -0.7523, -2.5353], [-5.6480, -1.0831, -3.4284], [-4.7942, -2.2451, -2.9098], [-4.8544, -2.4456, -1.3781], [-6.3452, -2.8115, -0.9387], [-7.3705, -1.9385, -1.7177], [-8.7297, -2.3292, -1.6359], [-6.5894, -2.5195, 0.5639], [-6.5654, -4.2725, -1.2665], [-8.0224, -0.3619, -3.6070], [-5.6371, 0.5159, -1.1064], [-7.4308, 0.5747, -0.8511], [-6.7447, 1.4171, -2.1858], [-5.0722, -0.1649, -3.3128], [-5.7906, -1.3689, -4.4706], [-3.7289, -2.2001, -3.1359], [-5.0500, -3.1708, -3.4254], [-4.4571, -1.5810, -0.8463], [-4.2773, -3.3088, -1.0467], [-6.1031, -3.2033, 1.2597], [-7.6660, -2.6027, 0.7123], [-6.5001, -1.4468, 0.7352], [-7.4488, -4.7384, -0.8299], [-5.6924, -4.9111, -1.1317], [-6.7701, -4.3472, -2.3345], [-7.7090, 0.5082, -4.1839], [-8.8328, -0.0902, -2.9306], [-8.3463, -1.1490, -4.2881], [3.7767, 2.1057, -6.1032], [3.2582, 1.3373, -4.8913], [3.9469, 0.0481, -4.5862], [3.3863, -1.2469, -4.5271], [4.4060, -2.1364, -4.2401], [5.5335, -1.3312, -4.0268], [5.2567, -0.0172, -4.1620], [6.8774, -1.9111, -3.9708], [3.3218, 3.0844, -6.2560], [3.6199, 1.4315, -6.9452], [4.8630, 2.1901, -6.1321], [2.2041, 1.0845, -5.0050], [3.3436, 1.9848, -4.0186], [2.3247, -1.2998, -4.7182], [4.4468, -3.2154, -4.2194], [5.9742, 0.7899, -4.1462], [7.2866, -2.0177, -2.9662], [7.4906, -1.3320, -4.6614], [6.7979, -2.8910, -4.4416], [-4.4578, 4.0628, -6.0709], [-3.5989, 5.2545, -5.6990], [-3.2338, 5.1495, -4.2874], [-2.4356, 4.1030, -3.8961], [-2.1535, 4.3044, -2.4750], [-2.8230, 5.4503, -2.0380], [-3.4533, 5.9474, -3.1576], [-2.7592, 5.9293, -0.6546], [-4.1295, 3.0235, -6.0572], [-4.7119, 4.1413, -7.1279], [-5.3836, 3.9805, -5.5016], [-4.0398, 6.2458, -5.8045], [-2.6617, 5.3295, -6.2505], [-2.1751, 3.2509, -4.5065], [-1.6290, 3.6135, -1.8315], [-4.0890, 6.8139, -3.0504], [-1.7773, 6.0395, -0.1943], [-3.1129, 5.1126, -0.0252], [-3.3871, 6.7936, -0.4385], [4.6058, -5.3194, 1.9559], [3.4070, -4.7125, 1.1824], [2.2298, -5.4685, 1.6152], [1.7558, -6.7283, 1.1267], [0.5427, -6.9994, 1.7112], [0.1917, -5.9462, 2.4921], [1.2473, -5.0377, 2.5134], [-1.0885, -5.7115, 3.1596], [4.3744, -5.4592, 3.0119], [5.5429, -4.7864, 1.7956], [4.5907, -6.3585, 1.6270], [3.5377, -4.9956, 0.1379], [3.2125, -3.6504, 1.3310], [2.3244, -7.3255, 0.4293], [-0.2158, -7.7557, 1.5725], [1.2724, -4.1078, 3.0622], [-1.2278, -4.6316, 3.1088], [-0.9589, -6.0356, 4.1921], [-1.8955, -6.2171, 2.6292], [-4.1149, 1.9393, 5.0718], [-4.3725, 2.8907, 6.2251], [-3.3955, 3.4979, 6.7305], [-5.5232, 3.0595, 6.6103], [-4.7699, 2.0078, 4.2033], [-4.1949, 0.8967, 5.3795], [-3.1180, 2.0550, 4.6463]], "atomic_forces_ev_per_a": [[0.0481, -1.4985, 1.0711], [-1.1942, -0.9531, -4.2413], [-3.0867, 1.4505, 0.5136], [4.3703, 0.8656, 2.4595], [1.2125, -0.0791, -0.6074], [-1.0992, -1.2790, -1.2471], [-0.8632, 1.2048, -0.1146], [0.2203, 1.7855, 0.5886], [0.8742, -1.1475, -1.3163], [-0.2137, -0.9932, 2.1456], [1.8063, 4.8317, -6.3041], [-1.2023, -5.1515, 6.8699], [1.2139, 1.3844, -0.7063], [0.1120, 0.6722, -0.8538], [1.2489, 1.5665, 0.2507], [-0.8952, 0.4356, 0.3927], [-0.2054, -1.0916, -0.0207], [-0.7535, 0.0945, 0.1222], [-0.0032, 0.0125, 0.6104], [0.0659, 0.0688, -0.4537], [0.1824, -0.1430, 0.4847], [-0.2020, -0.0479, -0.2811], [0.3243, 0.4594, -0.0401], [-0.1586, -0.0182, -0.1774], [-0.8578, -0.5565, -0.1525], [-0.2449, 0.2730, -0.2758], [-0.3395, -1.0935, -0.0417], [0.1138, -0.0530, -0.0822], [-0.2684, 0.0439, -0.2075], [0.5577, -0.3661, 0.5176], [-0.2620, 0.8672, 0.3843], [0.2340, -0.6522, 0.3685], [-0.7184, -0.9835, 0.2123], [-0.8172, -1.3317, -0.5910], [-1.4553, 0.4688, -2.2477], [1.4389, -0.7860, 1.6682], [0.8321, -0.8357, 1.0495], [-1.7890, 0.0489, -0.4062], [1.0237, 0.5778, 0.5009], [-5.4968, -2.4134, 0.5755], [8.4181, 2.7201, -0.6782], [-1.6291, 0.7770, -0.8462], [-1.0566, -0.6162, -1.3499], [0.1683, 0.0374, 2.4040], [-0.1498, -0.1732, 0.0182], [0.1959, -0.0870, 0.2350], [0.2304, -0.1649, -0.2301], [0.1533, 0.0236, -0.6016], [-0.8837, 0.7564, 0.0570], [0.0332, 0.7341, -0.3162], [-0.5111, -0.1093, 0.1696], [-0.1940, 0.1183, 0.0094], [0.1183, 0.1377, -0.1610], [0.3676, 0.3477, -0.2874], [-0.1384, -0.6386, 0.1313], [0.9798, -0.0921, 0.4502], [0.1374, 0.2733, 0.4377], [0.0210, 0.3423, 0.4915], [0.0628, -0.0518, -0.2175], [0.1588, -0.0856, 0.1893], [-0.5612, 0.2256, -0.6686], [0.2956, -0.1908, 0.3166], [0.5932, -1.6787, -0.6348], [-0.2676, 0.4665, 0.6805], [1.5577, -0.2198, 1.3310], [1.1255, 1.0639, -0.3517], [-0.5534, 2.4438, -0.1223], [-0.2808, -0.0765, 0.0374], [-2.1358, -1.9942, -1.5652], [0.1185, -0.2190, -0.6527], [-0.0970, -0.2806, 0.1704], [-0.4173, 0.4296, -0.4750], [0.0689, 0.3949, 0.5319], [0.0700, 0.0396, -0.0309], [-0.0609, -0.2955, 0.2503], [0.1897, -0.5254, -0.0262], [-0.0121, 0.2299, 0.1289], [-0.1148, -0.0754, 0.0996], [-0.1079, 0.2967, -0.1337], [0.3201, 0.0439, 0.4823], [0.0740, -0.0374, 0.2512], [-1.1698, -0.2528, -1.1651], [-0.0060, 0.2963, 0.4443], [0.9849, 0.4284, 3.6561], [0.5050, 1.0644, 4.8183], [-1.1212, -0.5574, -3.2726], [0.7080, -1.1829, -3.5287], [0.4685, -0.8704, 0.0333], [-0.7187, -0.6431, 1.2896], [1.2668, 0.2807, 0.5103], [-0.3304, 0.3749, -0.0171], [-0.1089, 0.6371, 0.0062], [-0.6117, -0.3390, -0.3081], [-0.0228, -0.2983, -0.0658], [0.0359, 0.3561, -0.0856], [0.0331, 0.3069, 0.1565], [0.0650, 0.0341, -0.5999], [0.4239, 0.5033, -1.1047], [-0.5935, -0.0643, -0.1565], [0.1478, -0.0288, -0.4983], [-0.9971, -0.2114, -0.1250], [0.7316, -1.0632, 0.7344], [-4.4252, -1.1696, 1.6549], [0.2855, 1.0088, 0.7005], [0.2118, 0.4981, -0.7440], [2.9269, 2.1768, 0.1224], [0.0092, -2.0351, -2.2745], [0.5940, 0.3844, 0.3163], [0.1226, 0.7158, 0.1648], [-0.0890, -0.3124, -0.0253], [0.8785, -0.0126, -0.2909], [-0.0994, 0.6239, -0.1022], [0.0639, -0.1243, -0.1354], [-0.0245, 0.1696, 0.0717], [0.5181, -0.3183, -0.2176], [-0.0889, -0.0364, -0.1092], [-0.3657, -0.1417, 0.2158], [-0.5458, -0.0234, -0.0542], [0.2146, -0.0571, 0.1718], [0.5352, -0.6559, -0.6844], [0.9637, -0.0588, -0.9408], [0.1209, -0.0804, 0.0308], [-1.2622, 0.1524, 0.5324], [-0.5076, 0.4572, 0.2886], [-0.0180, -0.0046, 0.3452], [0.2523, 0.1451, 0.2999]]}